DFT (ωB97M-V/def2-TZVPD) results for a cluster of 2 separate species, C38H38N4O in total at a distorted geometry.

Structure (XYZ):
```
81
Properties=species:S:1:pos:R:3:forces:R:3:lowdin_charge:R:1
C -2.3957 -6.0024 -2.5541 -0.06 0.12 0.03 -0.1030
C -2.4525 -4.8800 -3.3918 -0.10 -0.06 0.37 -0.0918
C -2.7834 -3.6334 -2.8631 0.00 -0.19 0.34 -0.0551
C -3.0473 -3.4897 -1.4872 0.22 -0.49 -0.06 -0.1699
C -3.3737 -2.1856 -0.8876 0.68 0.74 0.86 -0.2056
N -3.1149 -2.0549 0.3810 -0.94 -1.93 -1.93 0.0815
C -3.2146 -1.4213 1.4979 0.32 1.47 0.72 -0.2227
C -3.8215 -2.0553 2.6110 -0.25 -0.84 1.57 -0.2510
N -4.3350 -2.5320 3.5552 0.82 0.81 -1.54 0.1212
C -4.0279 -1.1324 -1.6811 -0.03 0.23 -0.10 -0.1598
C -4.9608 -1.4799 -2.6874 0.05 0.28 0.16 -0.0424
C -5.7096 -0.4978 -3.3288 0.23 -0.02 0.31 -0.0865
C -5.5446 0.8449 -2.9726 0.17 0.10 0.05 -0.1027
C -4.6009 1.2058 -2.0020 -0.21 -0.26 -0.05 -0.0921
C -3.8512 0.2231 -1.3494 -0.30 0.03 -0.28 -0.0347
C -2.9162 -4.6055 -0.6407 -0.02 -0.44 -0.40 -0.0243
C -2.6260 -5.8627 -1.1771 0.01 0.44 -0.20 -0.0864
H -2.1767 -6.9864 -2.9729 -0.02 0.29 0.12 0.0951
H -2.2501 -4.9684 -4.4583 -0.03 -0.07 0.24 0.0982
H -2.8357 -2.7528 -3.5022 0.06 -0.27 0.08 0.1095
H -2.8992 -0.3797 1.6331 -0.72 0.06 -0.03 0.0547
H -5.1148 -2.5321 -2.9334 0.03 0.37 0.09 0.1136
H -6.4311 -0.7895 -4.0924 0.15 0.14 0.21 0.1022
H -6.1581 1.6119 -3.4479 0.23 -0.19 0.10 0.0970
H -4.4736 2.2577 -1.7392 -0.03 -0.30 -0.07 0.0981
H -3.1311 0.4982 -0.5766 -0.20 -0.10 -0.24 0.0935
H -3.0604 -4.4757 0.4341 -0.02 -0.03 -0.40 0.1100
H -2.5801 -6.7286 -0.5153 0.03 0.20 -0.22 0.0992
C 5.9701 2.2340 0.0347 0.16 -0.23 0.26 -0.0069
N 4.5284 2.3090 -0.0114 -0.27 0.40 -0.47 -0.0372
C 3.8822 3.2281 -0.7887 0.70 0.58 -0.31 -0.3643
O 4.4311 4.0799 -1.4830 -0.87 -1.07 0.81 0.0865
C 2.3786 2.9988 -0.6066 0.23 0.50 0.18 -0.1658
C 1.6586 2.6710 -1.9141 -0.10 -0.21 -0.25 -0.0856
C 1.7497 3.7787 -2.9422 0.00 0.04 -0.08 -0.2344
C 2.2455 3.5001 -4.2212 0.03 0.33 0.26 -0.0390
C 2.4048 4.5325 -5.1490 -0.18 0.04 0.20 -0.0755
C 2.0348 5.8399 -4.8086 0.05 -0.24 0.19 -0.0857
C 1.5135 6.1136 -3.5376 0.00 -0.33 0.01 -0.0728
C 1.3599 5.0797 -2.6076 0.19 0.03 -0.43 -0.0422
N 2.3374 1.8936 0.3557 -0.77 -0.16 0.05 0.0183
C 1.1598 1.3859 0.7763 0.33 -0.23 0.25 -0.0102
C 1.0287 0.3580 1.7077 0.14 -0.16 -0.21 -0.0835
C -0.1771 -0.1011 2.2391 0.16 0.46 -0.02 0.0122
C -0.2298 -0.9825 3.3746 0.19 -0.74 0.84 -0.2094
C -1.3989 -1.0980 4.1773 0.19 0.25 -0.31 -0.0385
C -1.4779 -1.9878 5.2357 0.17 0.16 -0.06 -0.0325
C -0.3723 -2.7753 5.5872 -0.06 0.31 -0.24 -0.2679
C -0.4615 -3.7821 6.6877 0.08 -0.25 0.23 -0.0533
C 0.8198 -2.6116 4.8739 -0.08 0.05 -0.05 -0.0445
C 0.8978 -1.7545 3.7882 -0.34 0.36 -0.22 -0.0215
C 3.6738 1.4176 0.7635 0.43 -0.20 0.08 -0.4628
C 3.9349 -0.0377 0.3505 -0.09 0.03 -0.27 0.0077
C 3.9518 1.5969 2.2656 -0.03 0.28 0.00 0.0102
H 6.3904 2.9347 -0.6874 -0.20 -0.05 0.08 0.0979
H 6.3374 2.4822 1.0360 0.02 0.03 -0.12 0.0953
H 6.3021 1.2208 -0.2092 0.04 0.13 -0.04 0.0906
H 1.9409 3.9109 -0.1574 0.22 -0.34 -0.14 0.1625
H 2.1011 1.7461 -2.3228 -0.28 0.25 0.12 0.1326
H 0.6009 2.4751 -1.6735 0.29 -0.07 -0.16 0.1208
H 2.5322 2.4716 -4.4604 -0.04 0.40 -0.01 0.1137
H 2.8268 4.3112 -6.1315 -0.18 0.13 0.28 0.1044
H 2.1642 6.6453 -5.5312 -0.03 -0.19 0.20 0.1012
H 1.2345 7.1309 -3.2601 0.06 -0.27 -0.14 0.1038
H 0.9573 5.2807 -1.6106 0.12 0.06 -0.36 0.1124
H 0.2668 1.8673 0.3612 0.35 -0.16 0.18 0.1431
H 1.9494 -0.0886 2.0796 -0.52 0.21 -0.02 0.0594
H -1.0947 0.3301 1.8408 0.11 -0.07 0.32 0.0908
H -2.2428 -0.4446 3.9407 0.17 -0.38 0.09 0.1094
H -2.4065 -2.0871 5.8010 0.23 0.09 -0.25 0.1176
H 0.5265 -4.2064 6.8840 -0.14 -0.02 0.06 0.0733
H -0.8435 -3.3582 7.6228 0.02 0.02 -0.18 0.0851
H -1.1310 -4.6040 6.4079 0.07 0.12 0.02 0.0915
H 1.6968 -3.1798 5.1896 -0.20 0.12 -0.20 0.1117
H 1.8391 -1.6828 3.2407 -0.28 -0.11 0.15 0.1005
H 3.8757 -0.1258 -0.7428 0.03 -0.04 0.27 0.1035
H 4.9369 -0.3313 0.6898 -0.31 0.00 -0.14 0.0880
H 3.2007 -0.7118 0.7955 0.24 0.01 -0.13 0.0742
H 4.0772 2.6632 2.4925 -0.07 -0.23 0.00 0.1022
H 3.1322 1.2047 2.8696 0.22 0.09 -0.01 0.0743
H 4.8723 1.0632 2.5367 -0.24 0.18 -0.05 0.0931
```
Forces are in eV/Å.

As for the HOMO energy: -4.98 eV. The relative energy (zero: lowest compared OMol25 entry of this formula, charge and spin) is 15.7 kcal per mole.

DFT (ωB97M-V/def2-TZVPD) results for a structure of composition BFH6NbO2 at a distorted geometry.

Structure (XYZ):
```
11
Properties=species:S:1:pos:R:3:forces:R:3:nbo_charge:R:1
O -2.0062 0.4852 -0.9197 -1.05 1.06 -0.82 -0.9263
B -1.1966 0.1368 0.0983 0.89 -1.04 0.30 0.6117
O -1.8831 -0.1439 1.2487 -0.79 -0.15 0.88 -0.9648
Nb 1.1709 0.0218 -0.0375 1.80 3.26 1.68 1.6472
F 1.4229 1.5585 1.1652 -0.17 -0.74 -0.72 -0.6520
H -1.5687 1.1127 -1.4888 0.36 -0.16 -0.75 0.4933
H -2.0392 -1.0845 1.2663 0.06 -0.56 0.48 0.4894
H 1.2371 1.0135 -1.6032 -0.47 -0.24 -0.60 -0.4806
H 2.9533 -0.4849 0.0020 -0.16 -0.93 0.11 -0.4309
H 0.9617 -1.1746 1.3376 -0.32 -0.45 -0.45 -0.3830
H 0.9478 -1.4406 -1.0687 -0.15 -0.06 -0.12 -0.4038
```
Forces are in eV/Å.

As for the HOMO energy: -4.11 eV. As for the total charge: -1.

DFT (ωB97M-V/def2-TZVPD) results for the molecule C4H8N2O at a distorted geometry.

Structure (XYZ):
```
15
Properties=species:S:1:pos:R:3:forces:R:3:nbo_charge:R:1
C -0.6961 -0.5242 1.2986 0.00 0.00 0.04 -0.6232
C -0.4085 0.2765 0.0272 -0.05 -0.10 -0.07 0.1477
O 0.2503 1.5063 0.3007 0.06 0.18 0.17 -0.7066
C -1.6638 0.6283 -0.6809 -0.81 0.32 -0.44 0.2512
N -2.6125 1.0430 -1.1953 0.77 -0.51 0.43 -0.3089
C 0.5452 -0.4718 -0.9191 -0.21 -0.06 -0.12 -0.2134
N 1.8599 -0.4870 -0.3010 0.13 0.06 -0.13 -0.8374
H -1.3169 0.0462 1.9962 0.08 -0.02 -0.13 0.2165
H 0.2594 -0.7605 1.7739 -0.15 0.02 -0.09 0.2457
H -1.2224 -1.4544 1.0553 0.11 0.17 0.02 0.2216
H -0.3758 2.1340 0.6763 0.00 -0.03 0.06 0.4854
H 0.5055 0.0203 -1.9031 0.04 -0.02 0.16 0.1835
H 0.1891 -1.4999 -1.0459 0.00 0.14 0.02 0.1994
H 2.1564 0.4753 -0.1656 0.08 -0.17 0.01 0.3745
H 2.5303 -0.9320 -0.9173 -0.05 0.01 0.09 0.3641
```
Forces are in eV/Å.

As for the HOMO energy: -9.79 eV. The relative energy (zero: lowest compared OMol25 entry of this formula, charge and spin) is 34.0 kcal per mole. The SMILES is C[C@](O)(C#N)CN.

DFT (ωB97M-V/def2-TZVPD) results for the molecule C2H3NOS2 at a distorted geometry.

Structure (XYZ):
```
9
Properties=species:S:1:pos:R:3:forces:R:3:nbo_charge:R:1
O 1.9529 1.3501 0.1061 -1.57 -3.00 0.43 -0.5265
N 2.0365 -0.0374 -0.2144 -2.50 -0.02 0.48 -0.0294
C 0.9059 -0.6961 0.0578 3.47 -0.47 -1.12 -0.2671
S -0.4546 -0.0169 0.9446 -1.01 -0.11 0.38 0.2552
C -1.8451 -0.0406 -0.2325 2.58 -0.25 0.16 -0.4723
S -3.2980 0.4587 0.0862 -0.76 0.14 0.09 0.1669
H 1.0478 1.1866 0.5366 1.10 2.59 -0.24 0.4306
H 1.0252 -1.7937 -0.1432 -0.50 1.16 0.22 0.2333
H -1.3706 -0.4108 -1.1413 -0.82 -0.03 -0.40 0.2092
```
Forces are in eV/Å.

As for the HOMO energy: -9.57 eV. The relative energy (zero: lowest compared OMol25 entry of this formula, charge and spin) is 84.1 kcal per mole. The SMILES is O/N=C\SC=S.

DFT (ωB97M-V/def2-TZVPD) results for a cluster of 2 separate species, C4H8O3 in total.

Structure (XYZ):
```
15
Properties=species:S:1:pos:R:3:forces:R:3:nbo_charge:R:1
C -2.6145 0.0029 -0.5800 -0.19 -0.01 -0.20 -0.2637
O -1.7967 0.0835 0.5871 0.13 0.01 0.04 -0.5071
C -0.4776 -0.0569 0.3721 0.20 -0.12 -0.22 0.8041
O -0.0103 -0.2380 -0.7319 -0.19 0.10 0.44 -0.6128
C 0.3106 0.0094 1.6506 0.05 0.05 0.01 -0.7364
C 2.6342 0.5243 -0.7347 0.08 -0.06 -0.39 0.0799
O 3.1653 -0.4258 -1.4704 -0.01 0.08 0.32 -0.6426
H -2.5077 -0.9740 -1.0583 -0.01 0.13 0.06 0.1929
H -3.6381 0.1471 -0.2337 0.14 -0.02 -0.06 0.1946
H -2.3401 0.7803 -1.2981 -0.03 -0.11 0.11 0.1942
H -0.1532 0.6976 2.3606 0.05 -0.10 -0.12 0.2323
H 0.3285 -0.9869 2.1065 -0.03 0.12 -0.09 0.2375
H 2.1441 1.1685 -1.4995 0.03 -0.06 0.14 0.0753
H 1.3327 0.3098 1.4075 -0.17 -0.05 0.08 0.2642
H 3.6226 -1.0420 -0.8777 -0.05 0.05 -0.13 0.4876
```
Forces are in eV/Å.

As for the HOMO energy: -8.55 eV. The relative energy (zero: lowest compared OMol25 entry of this formula, charge and spin) is 85.4 kcal per mole.

DFT (ωB97M-V/def2-TZVPD) results for a structure of composition C20H15N5O5S2V at a distorted geometry.

Structure (XYZ):
```
48
Properties=species:S:1:pos:R:3:forces:R:3:lowdin_spin:R:1
V 0.6736 0.3135 -0.1745 0.39 0.64 0.37 2.0661
O -0.4956 -0.0466 3.1215 0.45 0.13 0.51 0.0057
C 0.9078 -0.3083 3.2379 -0.17 0.26 0.08 0.0045
C 1.7345 0.9597 3.1720 -0.09 0.09 0.05 0.0009
N 1.5882 1.6504 1.8827 0.07 -0.21 -0.28 -0.0027
C 2.8908 2.0018 1.2841 -0.03 0.28 0.15 0.0012
C 3.5534 0.8552 0.5363 -0.52 -0.58 0.29 0.0062
O 4.7542 0.6468 0.6806 -0.08 0.09 -0.26 0.0072
O 2.7190 0.1746 -0.1652 0.44 0.17 -0.29 0.0262
C 0.7492 2.8495 1.9155 0.03 -0.24 0.16 0.0013
C 0.3202 3.2232 0.5005 -0.26 -0.68 -0.17 0.0053
O -0.1889 4.3153 0.3083 0.12 0.10 -0.16 0.0066
O 0.5162 2.2735 -0.3462 0.05 1.18 -0.47 0.0189
H -0.6550 0.4107 2.2879 -0.10 0.13 -0.18 0.0025
H 1.0378 -0.7814 4.2113 0.02 -0.04 0.05 0.0006
H 1.2481 -1.0026 2.4650 0.03 0.13 0.21 0.0041
H 1.4290 1.6141 3.9948 0.07 0.14 0.02 0.0000
H 2.7870 0.7071 3.3170 0.02 -0.08 0.02 0.0000
H 2.7055 2.7767 0.5423 0.08 0.06 -0.03 0.0003
H 3.5887 2.3945 2.0260 -0.01 0.06 0.18 -0.0002
H -0.1571 2.6570 2.4889 -0.06 -0.05 0.06 0.0001
H 1.2533 3.7097 2.3633 0.12 0.05 0.15 0.0000
S -1.7370 0.2831 0.0067 -0.48 -0.08 0.10 0.0044
C -2.2073 0.5412 -1.6474 0.01 0.08 -0.16 0.0103
C -3.5360 0.8588 -1.9455 0.03 0.00 0.17 0.0007
C -3.9776 1.0566 -3.2448 -0.49 0.09 -0.02 0.0032
C -5.3617 1.3947 -3.4868 0.44 -0.10 0.10 0.0006
N -6.4671 1.6622 -3.6621 -0.07 0.01 -0.01 0.0014
C -3.0730 0.9180 -4.3039 -0.04 0.06 -0.45 0.0021
C -1.7570 0.5799 -4.0272 0.11 -0.03 -0.04 0.0006
C -1.2927 0.3899 -2.7236 0.00 -0.03 0.12 0.0076
S 0.3724 -0.0595 -2.4678 -0.13 0.02 -0.44 -0.0081
C -3.4873 1.1335 -5.6711 0.13 -0.07 0.44 0.0003
N -3.8060 1.3108 -6.7625 -0.01 -0.01 -0.08 0.0007
H -4.2428 0.9498 -1.1303 0.03 0.04 -0.01 -0.0002
H -1.0630 0.4527 -4.8483 0.01 0.04 0.02 -0.0004
N 0.6635 -6.9973 0.9170 0.00 0.04 0.00 0.1163
C 0.6854 -5.8461 0.7792 0.02 0.36 -0.06 0.0515
C 0.7104 -4.4340 0.6137 -0.05 -0.28 0.09 0.1928
C -0.1154 -3.5788 1.3945 0.13 -0.21 -0.11 0.0354
C -0.0764 -2.2334 1.2081 -0.05 -0.14 -0.62 0.1024
N 0.7426 -1.6016 0.2864 0.06 -1.44 0.29 0.1622
C 1.5627 -2.4443 -0.4461 -0.21 0.28 0.29 0.1083
C 1.5617 -3.7971 -0.3285 -0.03 -0.21 0.12 0.0415
H -0.7872 -3.9940 2.1352 0.00 0.03 -0.02 -0.0004
H -0.7255 -1.5996 1.7913 0.00 -0.16 -0.15 0.0059
H 2.2329 -1.9556 -1.1326 0.03 0.08 -0.07 0.0064
H 2.2215 -4.3844 -0.9536 0.00 0.01 0.01 0.0001
```
Forces are in eV/Å.

Its expectation value of S² is 3.79. As for the HOMO energy (alpha / beta): -0.88 / -2.50 eV. The relative energy (zero: lowest compared OMol25 entry of this formula, charge and spin) is 27.4 kcal per mole. As for the total charge: -2. The spin multiplicity is 4.

no.,total energy (a.u.)
1,-1764.9467
2,-335.7159
3,-341.9495
4,-1004.2535
5,-382.8287
6,-3161.7195